Record 1
A structure of composition C52H53Cr2N10O4 at a distorted geometry. Source: the Open Molecules 2025 dataset; level of theory: ωB97M-V/def2-TZVPD.

The geometry in XYZ format:
```
121
Properties=species:S:1:pos:R:3:lowdin_charge:R:1
Cr -21.25 8.99 15.03 0.766
Cr -19.51 6.61 16.40 0.999
C -21.85 5.88 13.99 -0.226
O -21.15 6.88 14.69 -0.445
H -22.76 5.69 14.54 0.046
H -22.24 6.23 13.04 0.048
H -21.26 4.97 13.91 0.060
C -19.42 9.39 16.68 -0.793
O -20.10 8.50 17.23 -0.125
O -20.06 10.35 16.20 -0.059
O -19.09 8.67 15.74 -0.145
N -20.73 3.55 9.48 0.048
C -20.56 3.90 10.80 -0.155
C -19.63 3.29 11.60 -0.089
C -18.84 2.22 11.08 -0.076
C -18.90 1.93 9.75 -0.047
C -19.85 2.66 8.95 -0.102
H -21.18 4.64 11.26 0.076
H -19.55 3.52 12.65 0.075
H -18.21 1.60 11.70 0.106
H -18.33 1.07 9.42 0.107
H -19.92 2.49 7.88 0.100
N -25.71 7.05 13.02 0.055
C -26.52 7.76 12.19 -0.163
C -27.38 8.72 12.65 -0.086
C -27.40 9.02 13.99 -0.060
C -26.61 8.30 14.85 -0.043
C -25.73 7.34 14.34 -0.130
H -26.48 7.49 11.15 0.100
H -27.95 9.32 11.95 0.113
H -27.99 9.87 14.30 0.117
H -26.52 8.54 15.90 0.100
H -25.07 6.78 14.98 0.082
N -22.99 8.81 16.52 0.019
C -23.31 10.01 17.14 -0.090
C -24.22 10.09 18.17 -0.055
C -24.83 8.94 18.64 -0.032
C -24.49 7.67 18.07 -0.027
C -23.53 7.64 17.03 -0.101
H -22.76 10.86 16.78 0.101
H -24.29 10.96 18.80 0.115
H -25.48 8.98 19.51 0.112
H -24.99 6.79 18.46 0.098
H -23.17 6.70 16.65 0.093
N -20.05 9.48 12.97 0.036
C -20.22 8.87 11.76 -0.112
C -19.67 9.36 10.57 -0.058
C -19.03 10.59 10.66 -0.063
C -18.84 11.20 11.87 -0.053
C -19.34 10.65 13.01 -0.099
H -20.85 7.99 11.69 0.088
H -19.80 8.87 9.61 0.098
H -18.81 11.10 9.74 0.115
H -18.45 12.21 11.79 0.120
H -19.25 11.16 13.95 0.113
N -25.29 3.92 17.11 0.048
C -26.19 3.30 17.92 -0.141
C -26.11 1.95 18.30 -0.049
C -25.03 1.22 17.78 -0.050
C -24.10 1.86 16.95 -0.089
C -24.24 3.18 16.62 -0.164
H -27.15 3.74 18.14 0.100
H -26.88 1.45 18.88 0.105
H -24.91 0.16 17.95 0.107
H -23.28 1.29 16.53 0.089
H -23.50 3.67 16.01 0.077
N -23.25 8.25 10.00 0.269
C -23.41 6.91 10.21 -0.060
C -23.20 5.95 9.23 0.000
C -22.82 6.39 7.94 0.012
C -22.62 7.73 7.70 -0.018
C -22.82 8.64 8.75 -0.042
H -23.72 6.49 11.16 0.098
H -23.33 4.88 9.37 0.096
H -22.76 5.70 7.10 0.133
H -22.26 8.06 6.74 0.131
H -22.77 9.69 8.50 0.136
N -23.96 3.49 11.61 0.054
C -23.75 2.39 10.93 -0.203
C -24.21 1.16 11.31 -0.064
C -24.98 1.04 12.48 -0.036
C -25.17 2.19 13.26 -0.057
C -24.67 3.41 12.79 -0.112
H -23.19 2.42 10.00 0.088
H -24.00 0.36 10.61 0.107
H -25.41 0.10 12.81 0.109
H -25.72 2.15 14.20 0.096
H -24.87 4.37 13.25 0.075
N -19.70 -0.24 16.19 0.077
C -20.06 -0.77 14.97 -0.096
C -20.61 -0.01 13.89 -0.047
C -20.90 1.32 14.17 -0.109
C -20.63 1.85 15.40 -0.127
C -19.99 1.07 16.35 -0.162
H -19.80 -1.81 14.83 0.100
H -20.69 -0.48 12.92 0.101
H -21.41 1.90 13.41 0.093
H -20.93 2.88 15.48 0.088
H -19.76 1.61 17.26 0.100
N -18.36 5.19 14.95 0.002
C -17.93 3.90 15.21 -0.120
C -17.05 3.18 14.42 -0.057
C -16.54 3.77 13.29 -0.033
C -17.04 5.06 12.88 -0.029
C -17.93 5.68 13.72 -0.108
H -18.18 3.44 16.15 0.103
H -16.75 2.19 14.71 0.123
H -15.96 3.22 12.57 0.116
H -16.59 5.48 12.00 0.116
H -18.54 6.51 13.39 0.108
N -22.52 10.29 13.87 -0.010
C -23.50 9.84 13.07 -0.101
C -24.45 10.70 12.44 -0.026
C -24.43 12.09 12.64 -0.042
C -23.40 12.60 13.39 -0.022
C -22.55 11.66 13.99 -0.087
H -23.65 8.79 12.85 0.084
H -25.20 10.29 11.78 0.087
H -25.14 12.75 12.15 0.119
H -23.32 13.66 13.59 0.122
H -21.84 12.17 14.62 0.119
```

Calculated values
Multiplicity: 10
Highest occupied orbital energy (spin up / spin down), Ha: -0.4208 / -0.4597
Total charge: +2
Gap between HOMO and LUMO (spin up / spin down), eV: 5.72 / 2.45



Record 2
A structure of composition C11H10Cl3GeMnN4O4S at a distorted geometry. Source: the Open Molecules 2025 dataset; level of theory: ωB97M-V/def2-TZVPD.

The geometry in XYZ format:
```
35
Properties=species:S:1:pos:R:3:lowdin_charge:R:1
Mn -0.03 -0.64 0.36 0.931
O -1.59 -3.68 2.30 0.166
C -1.08 -2.94 1.52 -0.521
O -0.65 -1.73 1.72 -0.095
C -0.83 -3.31 0.05 -0.102
C -0.92 -4.55 -0.57 0.062
C -0.51 -4.65 -1.90 0.019
C -0.02 -3.54 -2.57 0.061
C 0.00 -2.33 -1.89 -0.121
N -0.38 -2.24 -0.61 0.031
C 0.59 -0.99 -2.31 -0.645
O 1.43 -0.87 -3.19 0.040
O 0.25 -0.04 -1.51 -0.244
H -1.30 -5.39 -0.02 0.139
H -0.55 -5.61 -2.40 0.129
H 0.33 -3.59 -3.58 0.137
C -1.98 4.07 -0.19 -0.084
C -2.22 3.29 1.11 -0.221
C -0.99 2.56 1.47 -0.563
N -0.71 1.34 1.14 -0.025
N 0.52 0.93 1.49 -0.157
C 1.25 1.85 2.08 -0.689
N 2.52 1.68 2.46 0.150
S 0.36 3.34 2.28 1.147
H -2.87 4.64 -0.43 0.083
H -1.77 3.39 -1.00 0.076
H -1.15 4.76 -0.08 0.073
H -3.04 2.59 0.97 0.126
H -2.48 4.00 1.90 0.118
H 2.99 0.81 2.26 0.084
H 3.01 2.41 2.94 0.123
Cl 2.57 -0.71 0.04 0.217
Ge 2.79 0.94 -1.70 0.301
Cl 1.62 2.68 -1.02 0.169
Cl 4.84 1.50 -1.12 0.084
```

Calculated values
Multiplicity: 6
Energy above the lowest of the compared OMol25 structures with the same formula, charge and spin, kcal per mole: 0.0
Highest occupied orbital energy (spin up / spin down), Ha: -0.4602 / -0.4717
Total charge: +1
Gap between HOMO and LUMO (spin up / spin down), eV: 7.70 / 6.65



Record 3
An isolated molecule of C21H22ClNO4. Source: the Open Molecules 2025 dataset; level of theory: ωB97M-V/def2-TZVPD.

The geometry in XYZ format:
```
49
Properties=species:S:1:pos:R:3:lowdin_charge:R:1
C 1.63 -3.44 -2.00 -0.045
C 1.22 -2.00 -2.05 -0.282
C 2.16 -0.98 -2.01 -0.059
C 1.77 0.34 -2.07 -0.086
C 0.43 0.65 -2.19 -0.577
C -0.54 -0.36 -2.23 -0.282
C -0.13 -1.68 -2.14 0.027
H -0.86 -2.48 -2.14 0.114
O -1.84 0.07 -2.37 -0.068
C -2.87 -0.88 -2.43 -0.070
C -3.16 -1.43 -1.02 -0.458
O -2.97 -2.55 -0.66 0.133
O -3.62 -0.43 -0.27 0.010
C -3.76 -0.65 1.13 -0.039
H -3.73 -1.72 1.36 0.137
H -4.73 -0.24 1.43 0.144
C -2.66 0.05 1.95 -0.464
O -2.65 -0.02 3.15 0.075
N -1.77 0.72 1.21 0.117
H -1.86 0.75 0.20 0.134
C -0.61 1.40 1.77 -0.227
C 0.66 0.62 1.54 -0.112
C 0.66 -0.73 1.21 -0.015
C 1.85 -1.42 1.10 -0.090
C 3.06 -0.77 1.31 -0.088
C 3.06 0.58 1.63 -0.033
C 1.87 1.28 1.76 -0.186
C 1.82 2.73 2.09 -0.137
C 0.86 3.40 1.11 -0.185
C -0.56 2.85 1.26 -0.128
H -1.06 2.90 0.29 0.078
H -1.13 3.48 1.95 0.118
H 0.85 4.48 1.25 0.111
H 1.22 3.20 0.09 0.083
H 2.81 3.18 2.02 0.115
H 1.45 2.87 3.11 0.128
H 4.00 1.09 1.79 0.110
H 3.99 -1.31 1.22 0.102
H 1.84 -2.47 0.87 0.103
H -0.27 -1.25 1.06 0.114
H -0.78 1.40 2.86 0.160
H -2.64 -1.71 -3.11 0.140
H -3.75 -0.33 -2.79 0.145
Cl -0.09 2.30 -2.29 0.760
H 2.49 1.14 -2.04 0.112
H 3.21 -1.22 -1.93 0.116
H 1.62 -3.86 -3.00 0.086
H 2.63 -3.54 -1.60 0.077
H 0.94 -4.02 -1.39 0.083
```

Calculated values
Energy above the lowest of the compared OMol25 structures with the same formula, charge and spin, kcal per mole: 0.0
Highest occupied orbital energy, Ha: -0.3145
SMILES string: Cc1ccc(Cl)c(OCC(=O)OCC(=O)N[C@@H]2CCCc3ccccc32)c1
Gap between HOMO and LUMO, eV: 9.22



Record 4
An isolated molecule of C4H8O2 at a distorted geometry. Source: the Open Molecules 2025 dataset; level of theory: ωB97M-V/def2-TZVPD.

The geometry in XYZ format:
```
14
Properties=species:S:1:pos:R:3:lowdin_charge:R:1
O 2.12 0.71 0.37 -0.008
C 0.86 0.18 0.62 -0.412
C -0.39 0.93 0.16 -0.073
C -1.01 -0.52 0.01 -0.376
O -1.87 -0.57 -1.10 -0.017
C 0.39 -1.09 -0.12 -0.063
H 2.21 0.81 -0.59 0.095
H 0.77 0.02 1.69 0.153
H -0.19 1.42 -0.82 0.130
H -0.84 1.69 0.82 0.116
H -1.54 -0.83 0.92 0.151
H -1.83 0.39 -1.12 0.063
H 0.68 -1.08 -1.18 0.129
H 0.62 -2.06 0.32 0.113
```

Calculated values
Energy above the lowest of the compared OMol25 structures with the same formula, charge and spin, kcal per mole: 51.0
Highest occupied orbital energy, Ha: -0.3740
SMILES string: O[C@H]1C[C@@H](O)C1
Gap between HOMO and LUMO, eV: 11.11



Record 5
A cluster of 17 separate species, H34O17 in total at a distorted geometry. Source: the Open Molecules 2025 dataset; level of theory: ωB97M-V/def2-TZVPD.

The geometry in XYZ format:
```
51
Properties=species:S:1:pos:R:3:lowdin_charge:R:1
O -4.63 2.65 1.06 -0.059
H -3.93 3.18 1.43 0.033
H -4.24 2.01 0.45 0.011
O -1.33 0.28 4.24 -0.063
H -2.12 0.30 3.68 0.015
H -1.44 -0.28 5.01 0.049
O -0.12 -0.62 -3.17 -0.042
H -0.28 -0.13 -2.36 0.041
H -0.89 -1.18 -3.30 0.073
O 0.21 -3.82 -0.82 -0.070
H -0.48 -4.41 -1.13 0.029
H -0.29 -3.12 -0.36 -0.014
O 0.89 5.82 0.89 -0.052
H 1.66 5.65 1.44 0.056
H 1.27 6.15 0.06 0.059
O -1.47 5.61 -0.60 -0.066
H -1.20 6.09 -1.39 0.030
H -0.76 5.74 0.04 -0.018
O 3.70 -2.88 -0.90 -0.044
H 3.42 -3.76 -0.60 0.067
H 3.34 -2.35 -0.17 0.055
O -1.73 -2.31 0.71 -0.065
H -2.00 -3.05 1.27 0.045
H -2.57 -1.88 0.49 0.049
O 0.46 -1.49 3.53 -0.065
H -0.09 -0.92 2.98 0.015
H 1.12 -1.66 2.84 0.055
O -2.57 0.59 1.79 -0.046
H -1.67 0.30 1.62 0.021
H -3.21 -0.11 1.74 0.054
O 5.10 1.11 -2.98 0.163
H 4.46 0.68 -3.65 0.106
H 5.18 0.52 -2.20 0.114
O 1.93 0.61 -4.87 0.061
H 1.05 0.19 -4.85 0.062
H 2.08 0.74 -3.92 0.040
O -0.19 1.75 0.05 -0.062
H -0.80 2.28 -0.48 0.027
H 0.04 2.15 0.89 0.043
O 0.67 -4.82 3.29 -0.041
H 0.58 -3.90 3.49 -0.021
H 0.27 -4.96 2.43 0.025
O -1.50 2.03 -2.92 -0.032
H -0.77 1.47 -3.20 -0.007
H -2.09 2.22 -3.65 0.048
O 3.29 -0.65 -2.84 0.119
H 3.51 -0.67 -3.79 0.088
H 3.37 -1.52 -2.40 0.089
O -1.80 -3.06 3.34 -0.064
H -2.16 -3.87 3.71 0.061
H -1.29 -2.68 4.07 0.031
```

Calculated values
Multiplicity: 2
Energy above the lowest of the compared OMol25 structures with the same formula, charge and spin, kcal per mole: 18.1
Highest occupied orbital energy (spin up / spin down), Ha: -0.4648 / -0.4648
Total charge: +1
Gap between HOMO and LUMO (spin up / spin down), eV: 8.93 / 1.86



no.,calculated total energy (Ha)
1,-4949.971733
2,-5951.792082
3,-1629.386566
4,-307.631119
5,-1299.020085